Record 1
This record from the Open Molecules 2025 dataset describes a molecular structure, C30H65AlBN4O16S4 in a non-equilibrium geometry. The level of theory is ωB97M-V with the def2-TZVPD basis set.

```
! wB97M-V def2-TZVPD RIJCOSX def2/J DEFGRID3
* xyz -1 1
C -5.1031 -4.1001 -3.1049
O -3.9137 -4.8779 -2.8766
C -3.7281 -5.2714 -1.5031
C -2.2835 -4.7900 -0.9223
C -2.3250 -4.4714 0.6523
C -1.5330 -3.1567 1.1045
C -1.7697 -1.8698 0.1676
C -3.2912 -1.6570 -0.2764
C -4.1793 -0.8198 0.7841
C -5.1935 -1.7483 1.6365
S -5.1130 -1.2280 3.4475
C -5.9728 -2.6153 4.3017
N -5.5048 -3.6167 5.1958
N -6.6064 -4.3937 5.4578
C -7.7195 -3.8715 4.7425
O -7.3700 -2.7075 3.9858
O -2.2611 -2.7455 2.3152
Al -1.2401 -1.6735 3.4395
C -1.4342 0.3621 3.4017
C -0.2639 0.9698 2.4744
C -0.6069 2.3604 1.7501
C -1.9413 2.3659 0.8668
C -1.7350 1.9665 -0.6691
N -3.0780 2.2053 -1.3440
O 0.3340 -2.4392 2.7221
C 0.0134 -3.3545 1.6286
C 0.4277 -4.8097 2.1740
B -0.3171 -5.2129 3.5677
O -0.0452 -4.6133 4.8553
O -1.3513 -6.2289 3.5309
N 0.9017 -2.8299 0.5405
C 1.3055 -3.8750 -0.4456
C 2.1638 -2.2635 1.0553
C 2.5413 -0.7128 0.7822
O 3.0491 -2.9177 1.6864
H -4.8065 -3.0943 -3.5519
H -5.7575 -4.6586 -3.8686
H -5.7556 -3.9110 -2.1924
H -4.5488 -4.9591 -0.7784
H -3.7068 -6.4282 -1.4804
H -1.8473 -3.9654 -1.5746
H -1.5888 -5.7042 -1.0650
H -2.0355 -5.4231 1.2035
H -3.4346 -4.2814 0.9143
H -1.1450 -1.9573 -0.7969
H -1.4129 -0.8915 0.6630
H -3.8511 -2.6049 -0.5697
H -3.2613 -1.0023 -1.2305
H -4.7797 -0.0026 0.2640
H -3.4247 -0.4071 1.5535
H -6.2534 -1.5869 1.2464
H -4.8971 -2.8387 1.5058
H -8.7643 -4.3092 4.7348
H -1.4215 -2.0446 4.9739
H -1.2065 0.7245 4.4777
H -2.4825 0.7499 3.1640
H 0.1405 0.2415 1.6966
H 0.6203 1.1914 3.1871
H -0.6333 3.2083 2.5125
H 0.2644 2.5647 1.0154
H -2.8000 1.7404 1.2772
H -2.3221 3.4583 0.8620
H -1.0084 2.6738 -1.1893
H -1.5015 0.8597 -0.8467
H -3.1525 1.6581 -2.2106
H -3.8323 1.9020 -0.6974
H 0.2144 -5.6275 1.3850
H 1.5584 -4.8984 2.3877
H -0.8492 -4.0581 5.0423
H -1.8546 -6.2481 4.3721
H 2.1872 -4.5283 -0.0944
H 1.6188 -3.4059 -1.4542
H 0.4297 -4.5769 -0.6358
H 3.6346 -0.7179 0.4547
H 1.8404 -0.2120 0.0377
H 2.5129 -0.1189 1.7667
O 2.7159 0.5153 -2.5695
S 4.0895 0.4298 -2.9834
O 4.9654 1.5749 -2.9622
O 4.1564 -0.2491 -4.4505
C 3.3973 0.3400 -5.5064
C 4.0463 1.6112 -6.0233
C 4.8734 -0.8841 -2.0938
H 2.3682 0.5233 -5.1850
H 3.3569 -0.3945 -6.3145
H 4.0301 2.3972 -5.2654
H 3.5193 1.9825 -6.9043
H 5.0928 1.4326 -6.2816
H 4.2397 -1.7684 -2.1372
H 4.9963 -0.5596 -1.0609
H 5.8482 -1.0793 -2.5404
O 5.7414 4.8609 1.1192
S 5.8276 3.5431 0.5442
O 5.0267 2.4498 1.0282
O 7.3791 3.0802 0.5231
C 8.1083 3.0952 1.7498
C 7.7317 1.9255 2.6413
C 5.6059 3.6646 -1.2069
H 7.9708 4.0485 2.2681
H 9.1671 3.0193 1.4893
H 6.7001 2.0119 2.9886
H 8.3798 1.8851 3.5190
H 7.8108 0.9828 2.0950
H 6.2402 4.4632 -1.5893
H 4.5572 3.8944 -1.3960
H 5.8639 2.7085 -1.6622
O 0.7863 5.5320 -2.3622
S 0.0942 6.5548 -1.6239
O -0.9921 6.2473 -0.7333
O -0.3857 7.7113 -2.6492
C -1.1874 7.3342 -3.7687
C -2.6211 7.0460 -3.3611
C 1.2842 7.5210 -0.7376
H -0.7448 6.4804 -4.2895
H -1.1762 8.1775 -4.4639
H -2.6794 6.1568 -2.7296
H -3.2452 6.8754 -4.2406
H -3.0335 7.8785 -2.7862
H 2.0924 7.7947 -1.4138
H 1.6677 6.9093 0.0793
H 0.7916 8.4071 -0.3385
*
```

For the molar mass, the calculation gives 903.92 g/mol. The LUMO energy is 1.8 eV. The total energy is -121497.115 eV.



Record 2
This record from the Open Molecules 2025 dataset describes 7 unconnected molecules or ions with the total composition C30H65N10O9P in a non-equilibrium geometry. The level of theory is ωB97M-V with the def2-TZVPD basis set.

```
! wB97M-V def2-TZVPD RIJCOSX def2/J DEFGRID3
* xyz 0 1
C -1.7288 -4.3449 1.3921
C -1.7524 -4.3778 -0.2367
C -1.8631 -2.8471 -0.7939
O -0.7248 -2.1330 -0.2410
C -0.9197 -0.6913 -0.3109
C -1.6864 -0.2444 -1.6701
N -2.1567 -0.1140 -2.7740
C -1.7970 -0.1395 0.9104
C -1.3468 -0.7169 2.3706
O -2.5500 -1.2707 3.0230
C -0.7818 0.4148 3.3632
N -0.4982 -0.0691 4.7553
C 0.5945 -0.0629 -0.3967
C 1.4763 -0.9194 0.6118
N 2.2102 -1.5019 1.3699
O 0.9484 -0.1085 -1.7791
C 2.3121 -0.4703 -2.0673
C 3.4205 0.6284 -1.5843
P 0.6677 1.7718 0.1479
N 0.1291 2.7601 -1.0258
H -2.5463 -3.6699 1.8286
H -1.8419 -5.4128 1.7996
H -0.7176 -3.9352 1.7873
H -0.7377 -4.8137 -0.5933
H -2.6055 -5.0153 -0.6504
H -1.8057 -2.9581 -1.9561
H -2.8881 -2.4449 -0.4736
H -1.9499 1.0055 0.9176
H -2.8653 -0.5705 0.7555
H -0.6066 -1.5829 2.2874
H -3.1495 -0.4908 3.1190
H 0.2436 0.7513 2.9360
H -1.4705 1.3328 3.3718
H -1.4092 -0.2781 5.1867
H 0.0900 -0.9097 4.6566
H 2.4078 -0.4566 -3.2239
H 2.6122 -1.5489 -1.7783
H 3.0317 1.6395 -2.0017
H 4.4421 0.3804 -2.0597
H 3.4710 0.7045 -0.4446
H 2.0336 2.0239 0.5065
H -0.1240 2.0715 1.3013
H -0.1900 2.2130 -1.8402
C 5.3619 -2.8470 6.2474
C 6.1701 -2.0434 5.2633
O 7.3293 -1.7153 5.4860
N 5.5701 -1.6830 4.0966
C 4.2202 -1.9754 3.6598
H 5.9669 -3.0615 7.1287
H 4.4829 -2.2788 6.5606
H 5.0590 -3.7945 5.7961
H 6.1689 -1.1467 3.4842
H 4.2762 -2.5344 2.7244
H 3.7045 -1.0296 3.4829
H 3.6655 -2.5564 4.3941
C -3.6305 -2.8456 -5.0644
C -3.5987 -3.9703 -4.0645
O -2.5730 -4.2890 -3.4744
N -4.7594 -4.6387 -3.8255
C -6.0583 -4.4083 -4.4197
H -2.6368 -2.4057 -5.1520
H -3.9289 -3.2259 -6.0443
H -4.3244 -2.0701 -4.7317
H -4.6655 -5.3797 -3.1446
H -6.7657 -4.1766 -3.6206
H -6.3731 -5.3246 -4.9242
H -6.0443 -3.5898 -5.1364
C -7.2985 2.3607 -2.7376
C -6.2575 1.5392 -2.0236
O -6.5065 0.9249 -0.9931
N -5.0090 1.4944 -2.5608
C -4.5312 2.1472 -3.7593
H -8.2435 2.3040 -2.1967
H -6.9851 3.4064 -2.7786
H -7.4531 1.9721 -3.7468
H -4.3612 0.9257 -2.0316
H -4.1688 1.3790 -4.4454
H -3.7035 2.8044 -3.4840
H -5.3081 2.7313 -4.2490
C -1.9787 4.2450 0.8862
C -2.8963 4.3022 2.0777
O -3.2116 3.2969 2.7065
N -3.3781 5.5191 2.4498
C -3.1204 6.8039 1.8367
H -1.6748 3.2139 0.7080
H -2.4969 4.6111 -0.0027
H -1.0836 4.8419 1.0764
H -3.9868 5.4831 3.2560
H -2.6692 7.4581 2.5860
H -4.0738 7.2291 1.5155
H -2.4545 6.7254 0.9797
C 5.8210 -2.7033 -4.9994
C 5.4821 -1.2467 -4.8270
O 4.4700 -0.8775 -4.2432
N 6.3437 -0.3304 -5.3450
C 7.5779 -0.5729 -6.0604
H 5.0467 -3.3162 -4.5374
H 5.8711 -2.9515 -6.0620
H 6.7740 -2.9249 -4.5136
H 6.0547 0.6262 -5.1931
H 8.3924 -0.0938 -5.5129
H 7.4956 -0.1204 -7.0510
H 7.7911 -1.6345 -6.1664
C 1.4695 3.7840 3.7650
C 2.4098 2.6219 3.5886
O 2.3470 1.8722 2.6180
N 3.3492 2.4169 4.5477
C 3.5753 3.1867 5.7518
H 0.7752 3.8245 2.9247
H 0.8929 3.6607 4.6846
H 2.0332 4.7192 3.7938
H 3.9453 1.6209 4.3656
H 4.5966 3.5726 5.7262
H 3.4636 2.5217 6.6107
H 2.8790 4.0173 5.8469
*
```

For the molar mass, the calculation gives 740.88 g/mol. The LUMO energy is 0.6 eV. Its SMILES is CCCO[C@@](C#N)(C[C@H](O)CN)[C@@](C#N)(OCC)[PH2]=N.CNC(C)=O.CNC(C)=O.CNC(C)=O.CNC(C)=O.CNC(C)=O.CNC(C)=O. Its energy relative to the best compared isomer or geometry (same formula, charge and spin) is 0.0 kJ/mol. The total energy is -74777.917 eV.



Record 3
This record from the Open Molecules 2025 dataset describes 6 unconnected molecules or ions with the total composition C30H66Br2N4O6S in a non-equilibrium geometry. The level of theory is ωB97M-V with the def2-TZVPD basis set.

```
! wB97M-V def2-TZVPD RIJCOSX def2/J DEFGRID3
* xyz 0 1
C 8.6871 -2.0668 3.3730
C 7.5636 -2.1655 2.2796
Br 8.5047 -2.5963 0.5814
C 6.7720 -0.8134 2.0986
Br 8.0211 0.6048 1.5863
C 6.0134 -0.5579 3.4403
C 6.3288 0.6781 4.3131
N 7.6870 0.8068 4.9487
C 7.8333 1.9263 5.3646
S 7.8897 3.1906 6.3280
C 5.2445 0.4126 5.4476
O 5.2983 0.6972 6.5925
N 4.1691 -0.3078 4.8338
C 4.4511 -0.3667 3.3853
N 4.0049 0.9689 2.9036
C 3.6937 -1.4235 2.5125
C 2.2739 -1.7493 3.0918
N 2.3663 -2.8460 4.0782
H 9.0159 -3.1027 3.5918
H 8.3258 -1.6115 4.3162
H 9.5447 -1.5020 2.9675
H 6.8970 -3.0077 2.5461
H 6.0169 -0.9977 1.3117
H 6.2086 -1.4050 4.1300
H 6.1663 1.6751 3.8597
H 3.2364 -0.0165 5.1095
H 3.1911 1.2999 3.4138
H 3.7544 0.9582 1.9170
H 4.3418 -2.3370 2.4809
H 3.5976 -1.1113 1.4476
H 1.5642 -2.0398 2.2876
H 1.8498 -0.8302 3.5605
H 3.2979 -3.2528 4.0916
H 2.2130 -2.5033 5.0233
C 2.2118 5.5180 0.4641
C 2.9639 4.3308 -0.1131
O 2.5438 3.0830 0.4104
C 1.1858 2.7340 0.1886
C 0.8181 2.6190 -1.2786
H 2.2604 5.5102 1.5548
H 2.6393 6.4529 0.0975
H 1.1560 5.5014 0.1834
H 4.0215 4.4259 0.1402
H 2.9071 4.3250 -1.2070
H 0.5223 3.4348 0.7062
H 1.0417 1.7608 0.6642
H 0.8855 3.5837 -1.7859
H -0.2056 2.2578 -1.3846
H 1.4916 1.9314 -1.7941
C -2.4883 7.7931 -0.7392
C -1.9742 6.4681 -1.2752
O -1.9002 5.4468 -0.2955
C -3.1223 5.0800 0.3243
C -4.1584 4.5354 -0.6452
H -1.8988 8.1140 0.1217
H -2.4342 8.5620 -1.5115
H -3.5283 7.7199 -0.4148
H -0.9565 6.6083 -1.6448
H -2.5707 6.1338 -2.1312
H -3.5257 5.9191 0.9007
H -2.8712 4.3005 1.0466
H -4.4898 5.2986 -1.3521
H -5.0370 4.1813 -0.1034
H -3.7430 3.7100 -1.2268
C -2.8800 -2.3157 -1.7871
C -1.9990 -1.6068 -0.7747
O -1.7738 -0.2397 -1.0758
C -2.9151 0.5956 -1.1287
C -3.6748 0.6736 0.1837
H -2.4821 -2.1928 -2.7961
H -2.9424 -3.3813 -1.5582
H -3.8962 -1.9144 -1.7855
H -1.0169 -2.0828 -0.7676
H -2.4018 -1.7144 0.2386
H -3.5757 0.2923 -1.9484
H -2.5455 1.5920 -1.3808
H -4.1198 -0.2873 0.4506
H -4.4819 1.4046 0.1112
H -3.0078 0.9614 0.9991
C -1.5895 -0.6274 -6.0152
C -2.9140 -1.2639 -5.6305
O -3.9651 -0.9858 -6.5386
C -3.7787 -1.4345 -7.8703
C -3.6252 -2.9413 -7.9890
H -1.7088 0.4474 -6.1638
H -0.8456 -0.7965 -5.2347
H -1.1974 -1.0446 -6.9450
H -3.2284 -0.8602 -4.6661
H -2.8056 -2.3458 -5.4928
H -2.9331 -0.9153 -8.3338
H -4.6701 -1.1263 -8.4196
H -2.7105 -3.2914 -7.5063
H -3.5811 -3.2375 -9.0382
H -4.4629 -3.4527 -7.5111
C -5.3005 -7.4866 -0.3037
C -4.4160 -6.7751 0.7059
O -4.1930 -5.4084 0.4051
C -5.3424 -4.5802 0.3578
C -6.0978 -4.5121 1.6741
H -4.9057 -7.3641 -1.3141
H -5.3591 -8.5515 -0.0735
H -6.3173 -7.0887 -0.2993
H -3.4330 -7.2492 0.7094
H -4.8149 -6.8828 1.7204
H -6.0022 -4.8887 -0.4601
H -4.9838 -3.5801 0.1056
H -6.5310 -5.4786 1.9392
H -6.9131 -3.7899 1.6077
H -5.4301 -4.2198 2.4868
*
```

For the molar mass, the calculation gives 770.76 g/mol. The LUMO energy is 0.4 eV. Its SMILES is C[C@H](Br)[C@H](Br)[C@H]1[C@H](N=C=S)C(=O)N[C@]1(N)CCN.CCOCC.CCOCC.CCOCC.CCOCC.CCOCC. Its energy relative to the best compared isomer or geometry (same formula, charge and spin) is 54.6 kJ/mol. The total energy is -201342.927 eV.



Record 4
This record from the Open Molecules 2025 dataset describes 4 unconnected molecules or ions with the total composition C30H66Br2O12Si in a non-equilibrium geometry. The level of theory is ωB97M-V with the def2-TZVPD basis set.

```
! wB97M-V def2-TZVPD RIJCOSX def2/J DEFGRID3
* xyz 0 1
C 0.2324 4.0369 -3.1912
O 0.9853 2.7935 -2.9278
C 0.5507 1.8112 -3.9747
C 0.2186 0.3433 -3.2447
O -0.3461 -0.5056 -4.3037
C -0.8193 -1.8019 -3.7979
C -2.1253 -1.7354 -2.8102
C -3.5619 -1.4710 -3.6170
O -4.5892 -0.8218 -2.7936
Si -4.4001 0.9133 -2.6844
C -2.9941 1.6816 -3.7393
C -6.0311 1.9249 -3.0142
C -3.9320 1.2838 -0.8125
C 1.6433 -0.1721 -2.6190
Br 3.2577 -0.4693 -3.8293
C 1.8230 -0.4413 -1.1514
C 3.2874 -0.9169 -0.4999
Br 0.3252 -0.2606 0.2173
H -0.9112 3.8276 -3.0458
H 0.4991 4.3948 -4.2845
H 0.6367 4.8793 -2.4627
H 1.4073 1.6212 -4.7573
H -0.3758 2.2263 -4.5635
H -0.6008 0.5763 -2.4431
H 0.0491 -2.4539 -3.3111
H -1.1603 -2.4260 -4.7568
H -1.9892 -1.0057 -1.8826
H -2.2252 -2.8211 -2.3233
H -3.4021 -0.9836 -4.6822
H -3.9738 -2.5685 -3.8466
H -2.1308 2.0213 -3.0084
H -2.6317 1.0508 -4.6542
H -3.4280 2.6956 -4.1966
H -5.7406 3.0667 -2.8897
H -6.8864 1.6795 -2.2499
H -6.3646 1.7634 -4.1415
H -4.8666 1.3202 -0.1091
H -3.1440 0.4403 -0.5079
H -3.3039 2.2909 -0.8253
H 3.4307 -2.0781 -0.4990
H 3.2780 -0.4975 0.6178
H 4.1720 -0.3266 -1.0321
C 9.7109 -2.9266 0.5444
O 9.1597 -1.8751 1.3206
C 10.1191 -0.9275 1.7813
C 9.6739 0.5144 1.4967
O 9.5719 0.8940 0.1232
C 8.5825 0.2286 -0.6696
C 7.1149 0.4633 -0.2903
O 6.8036 -0.0718 0.9920
C 6.1655 0.8472 1.8681
H 9.9596 -3.7712 1.1944
H 8.9529 -3.2494 -0.1743
H 10.5948 -2.6125 -0.0200
H 11.1063 -1.0988 1.3390
H 10.2050 -1.0607 2.8633
H 10.4337 1.1776 1.9271
H 8.7555 0.7564 2.0252
H 8.8076 -0.8335 -0.7455
H 8.7197 0.6216 -1.6886
H 6.4799 -0.0497 -1.0129
H 6.8847 1.5356 -0.3532
H 6.4589 1.8825 1.6715
H 6.4684 0.6014 2.8899
H 5.0837 0.7364 1.7880
C 2.2607 2.1858 2.3668
O 1.3069 3.2150 2.5741
C -0.0304 2.8421 2.2529
C -1.0072 3.2068 3.3803
O -0.8369 2.5210 4.6220
C 0.3796 2.7559 5.3397
C 0.6127 4.1778 5.8658
O 0.7651 5.1191 4.8083
C -0.0746 6.2603 4.9180
H 2.6762 2.2683 1.3576
H 3.0687 2.3230 3.0903
H 1.8400 1.1868 2.5205
H -0.1133 1.7731 2.0295
H -0.3095 3.3986 1.3537
H -2.0130 2.9396 3.0349
H -1.0403 4.2810 3.5429
H 1.2337 2.4000 4.7668
H 0.3285 2.0916 6.2159
H 1.5388 4.1912 6.4409
H -0.2019 4.4569 6.5479
H -1.0132 6.0388 5.4341
H -0.3197 6.5943 3.9057
H 0.4617 7.0600 5.4296
C -7.0996 -6.8684 -0.9982
O -7.1918 -5.9136 0.0467
C -6.2034 -6.0651 1.0620
C -5.5089 -4.7330 1.3806
O -4.7233 -4.1546 0.3368
C -5.4118 -3.7331 -0.8457
C -6.4151 -2.5829 -0.6932
O -7.5248 -2.9481 0.1208
C -7.7990 -2.0365 1.1759
H -7.7350 -7.7288 -0.7663
H -7.4648 -6.4009 -1.9165
H -6.0706 -7.1971 -1.1765
H -5.4511 -6.8133 0.7905
H -6.7199 -6.4147 1.9603
H -4.8081 -4.9229 2.2023
H -6.2130 -4.0036 1.7725
H -5.8611 -4.5872 -1.3488
H -4.6219 -3.3844 -1.5285
H -6.8105 -2.3301 -1.6772
H -5.8998 -1.6928 -0.3073
H -6.8987 -1.5261 1.5300
H -8.2117 -2.6071 2.0129
H -8.5435 -1.3109 0.8469
*
```

For the molar mass, the calculation gives 806.74 g/mol. The LUMO energy is -0.1 eV. Its SMILES is COC[C@@H](OCCCO[Si](C)(C)C)/C(Br)=C(/C)Br.COCCOCCOC.COCCOCCOC.COCCOCCOC. The total energy is -204700.950 eV.